The following is a DFT calculation (ωB97M-V/def2-TZVPD) of C13H15N5S in the gas phase.

Computed properties:
* E_tot: -32011.3770 eV
* orbital gap: 8.300 eV
* charge: 0
* SMILES: CCn1c(CCc2nc3ccccc3[nH]2)n[nH]c1=S

Last column: Mulliken charge in e.
Geometry (Å):
C1 0.727 -2.282 0.360  -1.13
C2 0.608 -1.228 1.453  -0.47
N1 1.882 -0.643 1.789  0.15
C3 2.644 0.273 1.112  0.50
C4 2.293 0.949 -0.162  -0.78
C5 1.109 1.924 -0.025  -0.71
C6 -0.141 1.359 -0.608  0.10
N2 -0.197 0.344 -1.418  -0.36
C7 -1.524 0.177 -1.728  0.64
C8 -2.148 -0.761 -2.542  -0.72
C9 -3.519 -0.684 -2.667  -0.52
C10 -4.264 0.294 -2.005  -0.40
C11 -3.665 1.233 -1.189  -1.02
C12 -2.289 1.161 -1.060  0.55
N3 -1.373 1.900 -0.350  -0.07
N4 3.754 0.511 1.739  -0.77
N5 3.728 -0.268 2.845  0.12
C13 2.590 -1.001 2.917  0.20
S1 2.144 -2.052 4.094  -0.46
H1 1.482 -3.018 0.628  0.38
H2 -0.228 -2.788 0.248  0.34
H3 0.984 -1.825 -0.592  0.29
H4 0.240 -1.687 2.376  0.45
H5 -0.079 -0.439 1.143  0.12
H6 2.034 0.215 -0.926  0.41
H7 3.188 1.486 -0.474  0.39
H8 1.342 2.852 -0.556  0.39
H9 0.942 2.189 1.023  0.42
H10 -1.571 -1.515 -3.053  0.45
H11 -4.036 -1.396 -3.293  0.38
H12 -5.336 0.315 -2.135  0.38
H13 -4.242 1.988 -0.677  0.39
H14 -1.571 2.695 0.234  0.19
H15 4.491 -0.277 3.501  0.18